one | {"formula": "C4H6N2", "method": "ωB97M-V/def2-TZVPD", "species": ["H", "N", "C", "C", "C", "C", "N", "H", "H", "H", "H", "H"], "positions_angstrom": [[-1.258, 0.063, -2.324], [-1.110, 0.633, -1.488], [-0.330, 0.029, -0.694], [0.320, -1.313, -0.804], [1.021, -1.480, 0.321], [0.816, -0.239, 1.116], [0.056, 0.625, 0.550], [0.208, -1.990, -1.643], [1.638, -2.321, 0.614], [1.262, -0.051, 2.090], [-1.189, 2.724, 0.942], [-1.433, 3.320, 1.321]], "lowdin_charge": [0.06, 0.19, -0.44, -0.02, -0.05, -0.12, 0.08, 0.11, 0.10, 0.11, -0.02, 0.01], "smiles": "[H]/N=C1\\C=CC=N1.[H][H]", "homo_lumo_gap_ev": 9.523}

***

two | {"formula": "C4H6N2", "method": "ωB97M-V/def2-TZVPD", "species": ["C", "N", "C", "C", "C", "N", "H", "H", "H", "H", "H", "H"], "positions_angstrom": [[0.090, -0.798, 0.948], [1.263, -0.468, 0.625], [1.156, 0.181, -0.682], [-0.360, 0.275, -0.942], [-1.139, 1.033, 0.068], [-1.007, -0.472, 0.121], [-0.136, -1.379, 1.849], [1.671, 1.180, -0.667], [1.668, -0.449, -1.434], [-0.732, 0.190, -1.991], [-0.598, 1.524, 0.858], [-2.140, 1.365, -0.192]], "lowdin_charge": [-0.23, 0.06, -0.18, -0.27, -0.06, -0.02, 0.12, 0.12, 0.11, 0.15, 0.11, 0.10], "smiles": "C1=NC[C@@H]2CN12", "homo_lumo_gap_ev": 10.613}

***

three | {"formula": "C4H6N2", "method": "ωB97M-V/def2-TZVPD", "species": ["C", "C", "C", "C", "N", "N", "H", "H", "H", "H", "H", "H"], "positions_angstrom": [[1.297, 0.289, 0.567], [0.156, -0.219, 1.344], [0.087, -0.455, -0.175], [-0.908, 0.371, -0.853], [-1.375, -0.017, -1.917], [-1.718, -0.580, -2.818], [1.178, 1.396, 0.363], [2.264, -0.173, 0.785], [0.435, -1.037, 1.949], [-0.284, 0.653, 1.776], [0.119, -1.492, -0.625], [-1.251, 1.264, -0.396]], "lowdin_charge": [-0.12, -0.17, -0.22, -0.18, -0.16, 0.20, 0.12, 0.09, 0.09, 0.09, 0.15, 0.12], "homo_lumo_gap_ev": 8.850}

***

four | {"formula": "C4H6N2", "method": "ωB97M-V/def2-TZVPD", "species": ["C", "C", "C", "C", "N", "N", "H", "H", "H", "H", "H", "H"], "positions_angstrom": [[0.939, 1.209, -0.405], [-0.018, 0.181, 0.002], [-0.274, -1.065, 0.203], [0.310, -2.302, -0.055], [0.874, -3.274, -0.343], [-1.405, -0.178, -0.288], [1.023, 1.049, -1.487], [0.594, 2.229, -0.229], [1.927, 1.058, 0.037], [-1.496, -0.257, -1.312], [-1.165, 1.038, 1.927], [-1.309, 0.313, 1.949]], "lowdin_charge": [-0.01, -0.31, -0.21, -0.18, 0.14, 0.07, 0.10, 0.09, 0.09, 0.09, 0.06, 0.06], "smiles": "CC1=C(C#N)N1.[H][H]", "homo_lumo_gap_ev": 9.015}

***

Energetically preferred structure: two | next structure: +13.3 kcal/mol

***

one | {"formula": "C4H6N2", "method": "ωB97M-V/def2-TZVPD", "species": ["N", "C", "C", "C", "C", "N", "H", "H", "H", "H", "H", "H"], "positions_angstrom": [[-0.833, 2.429, 1.978], [-0.486, 1.478, 1.418], [-0.068, 0.281, 0.681], [-0.915, -0.139, -0.554], [0.362, 0.056, -1.411], [0.978, 0.483, -0.310], [0.151, -0.530, 1.384], [-1.329, -1.150, -0.519], [-1.700, 0.570, -0.824], [0.978, -2.008, -1.412], [0.912, -2.529, -0.881], [1.945, 0.763, -0.185]], "lowdin_charge": [0.15, -0.17, -0.30, -0.16, -0.07, -0.01, 0.15, 0.09, 0.11, 0.01, 0.06, 0.14], "homo_lumo_gap_ev": 9.769}

***

two | {"formula": "C4H6N2", "method": "ωB97M-V/def2-TZVPD", "species": ["N", "C", "C", "C", "N", "C", "H", "H", "H", "H", "H", "H"], "positions_angstrom": [[-1.967, 0.108, -0.343], [-0.602, 0.062, -0.017], [0.132, -1.110, 0.221], [1.510, -0.835, 0.296], [1.569, 0.545, 0.143], [0.325, 1.087, 0.000], [-2.372, 1.022, -0.198], [-2.483, -0.581, 0.188], [-0.225, -2.133, 0.253], [1.475, -1.416, -0.672], [2.417, 1.087, 0.195], [0.172, 2.155, -0.102]], "lowdin_charge": [0.07, -0.35, -0.10, -0.18, -0.03, -0.06, 0.08, 0.08, 0.11, 0.13, 0.13, 0.12], "smiles": "Nc1cc[nH]c1", "homo_lumo_gap_ev": 8.817}

***

Energetically preferred structure: two | next structure: +43.7 kcal/mol

***

one | {"formula": "CH3NO2S", "method": "ωB97M-V/def2-TZVPD", "species": ["C", "N", "O", "O", "S", "H", "H", "H"], "positions_angstrom": [[0.716, -0.184, 0.694], [0.213, -0.213, -1.159], [-1.370, 1.367, 0.162], [-1.762, -1.070, 0.219], [-0.864, 0.039, 0.016], [1.103, -1.149, 0.480], [1.532, 0.522, 1.023], [0.433, 0.687, -1.435]], "lowdin_charge": [-0.02, -0.06, -0.29, -0.29, 0.49, 0.04, 0.10, 0.01], "homo_lumo_gap_ev": 10.810}

***

two | {"formula": "CH3NO2S", "method": "ωB97M-V/def2-TZVPD", "species": ["C", "N", "O", "O", "S", "H", "H", "H"], "positions_angstrom": [[1.412, 0.145, -0.106], [-2.467, -0.909, -0.096], [-3.173, -0.680, 0.778], [-1.244, 0.535, 0.003], [-0.056, 0.802, -0.937], [1.670, -0.916, -0.220], [1.490, 0.349, 0.969], [2.366, 0.675, -0.391]], "lowdin_charge": [-0.42, 0.11, 0.08, -0.68, 0.80, 0.03, 0.03, 0.05], "homo_lumo_gap_ev": [7.698, 7.024]}

***

three | {"formula": "CH3NO2S", "method": "ωB97M-V/def2-TZVPD", "species": ["C", "N", "O", "O", "S", "H", "H", "H"], "positions_angstrom": [[-1.116, -0.242, 0.011], [1.058, 0.608, 0.407], [0.792, 1.541, -0.326], [0.135, -0.310, 0.665], [3.283, -0.869, -0.492], [-1.141, 0.822, 0.005], [-1.825, -0.727, 0.698], [-1.185, -0.823, -0.969]], "lowdin_charge": [-0.05, -0.17, 0.00, -0.16, 0.10, 0.06, 0.10, 0.12], "homo_lumo_gap_ev": [7.337, 7.333]}

***

four | {"formula": "CH3NO2S", "method": "ωB97M-V/def2-TZVPD", "species": ["C", "N", "O", "O", "S", "H", "H", "H"], "positions_angstrom": [[0.916, 0.478, 0.194], [1.470, -0.531, -0.350], [1.178, 1.543, 0.587], [-2.498, 0.187, -0.338], [-1.555, -0.632, 0.660], [2.521, -0.387, -0.498], [0.911, -1.495, -0.445], [-2.943, 0.837, 0.190]], "lowdin_charge": [-0.49, 0.09, 0.13, -0.61, 0.57, 0.16, 0.16, 0.00], "homo_lumo_gap_ev": [7.976, 7.262]}

***

Energetically preferred structure: four | next structure: +17.1 kcal/mol

***

one | {"formula": "CH3NO2S", "method": "ωB97M-V/def2-TZVPD", "species": ["O", "N", "S", "C", "O", "H", "H", "H"], "positions_angstrom": [[-0.406, -2.493, 0.968], [-0.304, -1.366, 0.517], [0.522, -0.922, -0.810], [0.409, 0.930, -0.312], [-0.930, 1.164, 0.044], [1.142, 0.959, 0.404], [0.668, 1.399, -1.297], [-1.101, 0.329, 0.486]], "lowdin_charge": [-0.08, -0.52, 0.96, -0.41, -0.10, 0.04, 0.10, 0.02], "smiles": "O=NSCO", "homo_lumo_gap_ev": 8.838}

***

two | {"formula": "CH3NO2S", "method": "ωB97M-V/def2-TZVPD", "species": ["C", "N", "O", "O", "S", "H", "H", "H"], "positions_angstrom": [[-0.132, -1.035, 0.180], [0.374, 0.272, -0.303], [1.285, 0.312, -1.185], [-1.046, 2.308, 0.666], [0.086, 2.053, -0.175], [0.433, -1.239, 1.110], [0.204, -1.622, -0.663], [-1.205, -1.048, 0.368]], "lowdin_charge": [-0.02, -0.50, -0.20, -0.56, 1.01, 0.10, 0.09, 0.09], "homo_lumo_gap_ev": [9.003, 7.880]}

***

three | {"formula": "CH3NO2S", "method": "ωB97M-V/def2-TZVPD", "species": ["C", "N", "O", "O", "S", "H", "H", "H"], "positions_angstrom": [[0.048, 0.108, 0.199], [2.282, 0.702, 0.543], [2.033, 1.634, -0.161], [1.253, -0.172, 0.780], [4.447, -0.556, -0.284], [0.017, -0.042, -0.830], [-0.138, 1.309, 0.310], [-0.678, -0.596, 0.556]], "lowdin_charge": [-0.12, -0.19, 0.00, -0.14, 0.14, 0.06, 0.15, 0.09], "homo_lumo_gap_ev": [7.352, 7.344]}

***

four | {"formula": "CH3NO2S", "method": "ωB97M-V/def2-TZVPD", "species": ["C", "N", "O", "O", "S", "H", "H", "H"], "positions_angstrom": [[-0.587, -0.700, 0.000], [0.719, 0.000, -0.071], [1.745, -0.680, -0.009], [-0.076, 2.559, -0.026], [1.095, 1.677, 0.010], [-0.720, -1.466, -0.840], [-1.615, -0.166, -0.035], [-0.560, -1.224, 0.971]], "lowdin_charge": [-0.05, -0.58, -0.12, -0.57, 1.00, 0.11, 0.11, 0.09], "homo_lumo_gap_ev": [8.705, 8.072]}

***

Energetically preferred structure: one | next structure: +5.4 kcal/mol

***

one | {"formula": "C4H13N2O", "method": "ωB97M-V/def2-TZVPD", "species": ["C", "C", "C", "C", "N", "N", "H", "H", "H", "H", "H", "H", "H", "H", "H", "H", "H", "H", "H", "O"], "positions_angstrom": [[-0.675, 1.022, -0.269], [0.377, 0.789, -1.279], [1.818, 0.742, -0.757], [2.140, -1.555, -0.143], [2.020, -0.388, 0.309], [-0.510, -0.020, 0.835], [-0.519, 1.968, 0.187], [-1.748, 0.908, -0.665], [0.223, 1.701, -1.899], [0.341, -0.052, -1.883], [2.447, 1.604, -0.307], [2.344, 0.341, -1.670], [1.813, -1.839, -1.138], [2.660, -2.365, 0.411], [-0.821, 0.448, 1.685], [0.451, -0.326, 0.925], [-1.041, -0.765, 0.736], [-4.455, -0.463, 1.594], [-3.364, -1.298, 1.918], [-3.500, -0.454, 1.412]], "lowdin_charge": [-0.11, -0.20, -0.15, -0.04, -0.08, 0.22, 0.12, 0.17, 0.15, 0.09, 0.15, 0.12, 0.09, 0.10, 0.17, 0.07, 0.08, 0.06, 0.07, -0.08], "total_charge": 1, "homo_lumo_gap_ev": 10.721}

***

two | {"formula": "C4H13N2O", "method": "ωB97M-V/def2-TZVPD", "species": ["N", "C", "C", "C", "N", "C", "O", "H", "H", "H", "H", "H", "H", "H", "H", "H", "H", "H", "H", "H"], "positions_angstrom": [[1.516, -0.017, -1.912], [1.083, -1.252, -1.216], [0.758, -0.944, 0.300], [-0.488, -0.084, 0.482], [-0.229, 1.275, -0.261], [-1.219, 0.267, 1.836], [-2.246, 1.099, 1.353], [2.531, 0.212, -1.782], [1.428, -0.272, -2.900], [1.779, -2.121, -1.394], [0.111, -1.523, -1.711], [1.650, -0.709, 0.856], [0.426, -1.832, 0.882], [-1.340, -0.628, 0.019], [0.015, 1.240, -1.252], [0.402, 1.873, 0.284], [-1.168, 1.705, -0.308], [-0.627, 0.764, 2.606], [-1.765, -0.706, 2.071], [-2.616, 1.655, 2.046]], "lowdin_charge": [-0.04, -0.23, -0.14, -0.24, 0.20, -0.17, -0.08, 0.11, 0.09, 0.13, 0.12, 0.11, 0.13, 0.16, 0.12, 0.17, 0.15, 0.13, 0.16, 0.12], "total_charge": 1, "smiles": "NCC[C@H]([NH3+])CO", "homo_lumo_gap_ev": 11.000}

***

three | {"formula": "C4H13N2O", "method": "ωB97M-V/def2-TZVPD", "species": ["N", "C", "C", "C", "O", "C", "N", "H", "H", "H", "H", "H", "H", "H", "H", "H", "H", "H", "H", "H"], "positions_angstrom": [[3.516, -0.279, -1.887], [0.057, -0.479, -0.068], [-1.019, 0.376, -0.619], [-2.366, 0.168, 0.166], [-3.267, 1.176, -0.188], [0.223, -0.673, 1.378], [0.354, 0.657, 2.084], [4.352, 0.222, -1.634], [3.182, -0.701, -1.039], [3.606, -0.920, -2.654], [0.536, -1.232, -0.696], [-0.804, 1.446, -0.414], [-1.247, 0.310, -1.680], [-2.731, -0.818, -0.161], [-2.320, 0.085, 1.250], [-3.800, 0.853, -0.924], [1.005, -1.374, 1.665], [-0.777, -1.017, 1.711], [0.179, 1.354, 1.372], [1.321, 0.845, 2.338]], "lowdin_charge": [0.02, 0.18, -0.09, -0.24, 0.00, -0.19, 0.06, 0.01, -0.02, 0.01, 0.15, 0.16, 0.14, 0.14, 0.12, 0.12, 0.14, 0.14, 0.06, 0.09], "total_charge": 1, "homo_lumo_gap_ev": 5.951}

***

four | {"formula": "C4H13N2O", "method": "ωB97M-V/def2-TZVPD", "species": ["C", "C", "C", "C", "N", "N", "H", "H", "H", "H", "H", "H", "H", "H", "H", "H", "H", "H", "H", "O"], "positions_angstrom": [[-1.113, 1.326, 1.563], [-1.399, 0.513, 0.314], [-0.340, 0.232, -0.635], [-0.107, 1.166, -1.610], [0.871, 0.955, -2.576], [0.476, -1.011, -0.369], [-1.764, 2.065, 1.695], [0.001, 1.646, 1.627], [-1.508, 0.778, 2.491], [-2.008, -0.473, 0.544], [-2.155, 1.147, -0.147], [-0.986, 1.831, -1.910], [1.579, 0.281, -2.553], [1.010, 1.629, -3.315], [0.639, -1.675, -1.053], [1.441, -0.789, -0.052], [0.091, -1.517, 0.533], [1.648, -3.257, 2.212], [2.276, -2.175, 1.641], [1.347, -2.669, 1.600]], "lowdin_charge": [-0.09, -0.27, -0.27, -0.08, 0.08, 0.23, 0.01, 0.12, 0.10, 0.16, 0.11, 0.17, 0.07, 0.11, 0.13, 0.16, 0.18, 0.00, 0.14, -0.05], "total_charge": 1, "homo_lumo_gap_ev": 8.819}

***

Energetically preferred structure: two | next structure: +30.2 kcal/mol

***

one | {"formula": "C4H13N2O", "method": "ωB97M-V/def2-TZVPD", "species": ["N", "C", "C", "C", "N", "C", "O", "H", "H", "H", "H", "H", "H", "H", "H", "H", "H", "H", "H", "H"], "positions_angstrom": [[-0.522, 0.598, 2.424], [0.554, 1.033, 1.670], [0.116, 0.911, 0.145], [0.312, -0.381, -0.508], [-0.793, -1.346, -0.109], [0.235, -0.083, -1.993], [0.320, -1.453, -2.598], [-1.375, 1.225, 2.688], [-0.237, 0.066, 3.305], [0.984, 1.985, 2.038], [1.531, 0.527, 1.616], [-0.969, 1.001, 0.148], [0.515, 1.806, -0.468], [1.346, -0.660, -0.313], [-0.602, -1.605, 0.932], [-0.794, -2.207, -0.631], [-1.801, -1.032, -0.055], [-0.625, 0.348, -2.436], [1.039, 0.537, -2.345], [0.768, -1.268, -3.512]], "lowdin_charge": [-0.05, -0.30, -0.18, -0.31, 0.23, -0.17, -0.12, 0.15, 0.12, 0.12, 0.12, 0.11, 0.16, 0.17, 0.20, 0.15, 0.20, 0.12, 0.13, 0.15], "total_charge": 1, "smiles": "NCC[C@@H]([NH3+])CO", "homo_lumo_gap_ev": 9.850}

***

two | {"formula": "C4H13N2O", "method": "ωB97M-V/def2-TZVPD", "species": ["C", "C", "C", "N", "C", "N", "H", "H", "H", "H", "H", "H", "H", "H", "H", "H", "H", "H", "H", "O"], "positions_angstrom": [[-1.564, -2.130, 0.434], [-1.411, -0.595, 0.261], [-0.495, -0.151, -0.866], [0.975, 1.377, 1.015], [1.430, 0.062, 0.699], [0.912, -0.538, -0.552], [-0.645, -2.683, 0.288], [-2.069, -2.454, 1.344], [-2.196, -2.513, -0.385], [-1.033, -0.085, 1.149], [-2.464, -0.341, 0.127], [-0.469, 0.953, -0.943], [-0.677, -0.568, -1.848], [1.344, 1.719, 1.907], [1.484, -0.681, 1.554], [2.488, 0.324, 0.428], [1.513, -0.015, -1.200], [0.911, 2.509, -0.365], [1.018, 3.346, -1.710], [0.947, 2.460, -1.335]], "lowdin_charge": [-0.09, -0.22, -0.19, 0.29, -0.22, 0.04, 0.06, 0.08, 0.09, 0.09, 0.12, 0.10, 0.14, 0.13, 0.20, 0.22, 0.13, -0.01, 0.08, -0.04], "total_charge": 1, "homo_lumo_gap_ev": 5.590}

***

three | {"formula": "C4H13N2O", "method": "ωB97M-V/def2-TZVPD", "species": ["C", "C", "C", "C", "N", "N", "H", "H", "H", "H", "H", "H", "H", "H", "H", "H", "H", "H", "H", "O"], "positions_angstrom": [[0.072, 1.649, -0.418], [0.875, 0.482, -1.155], [0.631, -0.847, -0.461], [0.036, -1.823, -1.138], [0.977, -1.083, 0.938], [-1.348, 1.341, -0.215], [0.494, 1.820, 0.641], [0.211, 2.549, -1.026], [1.982, 0.610, -1.273], [0.511, 0.429, -2.172], [-0.174, -1.702, -2.173], [-0.094, -2.939, -0.989], [0.095, -0.737, 1.576], [1.826, -0.585, 1.148], [1.243, -2.118, 1.085], [-1.767, 2.147, 0.203], [-1.861, 1.027, -1.027], [-1.299, 0.670, 1.793], [-1.494, -0.836, 2.320], [-0.916, -0.055, 2.342]], "lowdin_charge": [-0.24, -0.12, -0.35, 0.09, 0.18, -0.01, 0.13, 0.11, 0.14, 0.11, 0.06, 0.11, 0.09, 0.15, 0.21, 0.08, 0.09, 0.07, 0.10, -0.01], "total_charge": 1, "homo_lumo_gap_ev": 10.515}

***

Energetically preferred structure: three | next structure: +20.0 kcal/mol